A structure of composition C45H64F5IN2O2PSi2Tl. Source: the OMol25 dataset; level of theory: ωB97M-V with the def2-TZVPD basis set.

HOMO energy: -0.297 Ha
LUMO energy: -0.64 eV

Geometry as XYZ:
```
123
C45H64F5IN2O2PSi2Tl, DFT ωB97M-V with the def2-TZVPD basis set
Tl 0.973 -0.577 0.781
I 1.686 0.686 -2.127
P -2.192 2.124 -0.847
Si 3.081 -3.276 -0.205
Si 3.183 -1.922 2.723
F 3.560 4.100 1.767
F -0.510 3.577 4.063
F 1.775 4.971 3.621
F 3.102 1.832 0.417
F -0.999 1.325 2.721
O -2.335 -5.349 -1.415
O -0.871 -1.276 1.886
N -1.898 -4.473 3.040
N -0.508 -1.517 -0.987
C -3.493 1.467 0.319
C 4.559 -0.691 2.399
C 0.143 1.968 2.457
C -2.051 -1.419 -4.374
C -0.493 4.367 -0.649
C -1.073 -3.296 0.636
C 2.175 2.234 1.316
C -1.835 -1.691 -3.035
C -1.032 6.212 1.030
C -2.322 6.236 0.220
C -6.005 0.991 0.400
C -4.922 2.063 0.257
C 2.199 -2.349 1.171
C -4.155 3.026 -4.929
C 2.450 3.400 2.007
C -0.886 -2.717 -0.670
C 1.035 1.481 1.519
C -1.281 -5.599 -0.484
C -4.334 -0.595 1.478
C 2.003 -1.141 3.964
C -1.764 3.755 -0.045
C -0.739 -1.159 -2.342
C 0.067 5.502 0.228
C 3.932 -3.464 3.482
C -3.528 -0.068 0.293
C 1.545 3.844 2.955
C -2.879 4.813 0.057
C 0.069 -0.257 -3.039
C -2.636 2.927 -4.865
C -1.719 -5.217 1.922
C -1.877 -2.373 4.235
C -1.168 -2.525 1.812
C -3.899 1.443 -2.949
C -1.209 -0.555 -5.055
C -3.126 2.626 -2.370
C -4.792 1.886 -4.118
C 3.264 -5.054 0.372
C -5.728 0.068 1.583
C -2.148 3.179 -3.431
C 0.379 3.132 3.173
C -1.658 -3.190 2.999
C 2.179 -3.373 -1.848
C -0.160 0.042 -4.374
C -1.345 -4.694 0.717
C 4.766 -2.532 -0.549
H 4.697 -1.463 -0.768
H -1.506 3.440 0.973
H -2.521 -2.922 4.918
H -3.178 0.695 -3.284
H 2.832 -3.887 -2.559
H -1.158 2.728 -3.296
H -5.090 2.610 -0.673
H -5.795 0.653 2.505
H 5.451 -2.660 0.292
H 2.280 -5.494 0.559
H -0.721 4.761 -1.640
H 0.264 3.591 -0.797
H 0.495 0.736 -4.884
H -3.511 4.575 0.917
H -2.542 -2.316 -2.507
H -4.979 1.026 -4.769
H 1.001 -1.571 3.898
H -4.461 3.994 -4.520
H -2.113 6.672 -0.762
H -2.328 1.931 -5.196
H -6.979 1.472 0.517
H -4.509 3.002 -5.961
H 3.846 -5.144 1.290
H 0.580 6.225 -0.412
H -2.028 4.254 -3.279
H 1.410 -3.030 1.522
H 3.755 -5.654 -0.398
H -4.515 0.964 -2.187
H 5.408 -1.140 1.882
H -6.065 0.402 -0.521
H 4.386 -3.214 4.444
H -1.305 -6.639 -0.149
H -3.946 -0.439 -0.647
H 0.822 5.110 0.909
H 4.225 0.160 1.805
H -3.075 6.874 0.687
H -3.855 3.404 -2.132
H -2.311 -1.404 3.991
H 4.923 -0.301 3.354
H -4.428 -1.682 1.407
H -1.214 5.684 1.973
H -5.044 2.793 1.061
H -1.168 -3.385 -1.480
H -1.376 -0.325 -6.099
H -1.905 -6.280 2.027
H 2.361 -1.274 4.987
H -5.766 2.203 -3.737
H -3.166 -5.384 -0.929
H 1.940 -2.398 -2.272
H -0.355 -5.459 -1.044
H 5.215 -3.022 -1.417
H 3.183 -4.239 3.657
H -2.903 -1.863 -4.873
H -2.510 -0.441 0.357
H -3.529 4.788 -0.820
H -0.928 -2.174 4.740
H -0.712 7.220 1.296
H 1.908 -0.065 3.793
H -2.167 3.642 -5.544
H -6.509 -0.692 1.647
H -3.756 -0.397 2.384
H -3.054 1.716 1.294
H 1.254 -3.951 -1.783
H 4.715 -3.887 2.849
```